C4H11NO | ωB97M-V with the def2-TZVPD basis set

The calculation puts the molecular weight at 89.1 g/mol. The calculated total energy comes out at -288.924010 Eh. The value obtained for the energy relative to the best compared isomer or geometry (same formula, charge and spin) is 244.18 kJ/mol. As for the structure (SMILES): C=CCNC.O. The charge is 0. The lowest unoccupied orbital energy comes out at 0.752 eV.

```
17
C4H11NO, DFT ωB97M-V with the def2-TZVPD basis set
C -1.1790 2.1957 -2.7357
C -0.6137 1.0592 -2.3086
C -0.9903 0.3882 -0.9986
N 0.1364 -0.0507 -0.1995
C -0.2256 -0.4879 1.1475
H -0.5834 2.9576 -3.2484
H -2.0014 2.6836 -2.1845
H 0.4069 0.7679 -2.5232
H -1.7455 0.9901 -0.4481
H -1.6885 -0.4320 -1.2338
H 0.7399 -0.6887 -0.6901
H -1.0872 -1.1687 1.0865
H 0.5754 -1.0744 1.6090
H -0.4622 0.4281 1.7206
O 2.7595 -2.2208 3.8686
H 2.3733 -2.6423 3.0947
H 3.5856 -2.7050 4.0436
```

C32H28BiBrF5N9O2S3Te | ωB97M-V with the def2-TZVPD basis set

The calculation puts the molecular weight at 1178.3 g/mol. The calculated total energy comes out at -6630.108594 Eh. The value obtained for the energy relative to the best compared isomer or geometry (same formula, charge and spin) is 127.35 kJ/mol. The charge is 0. The lowest unoccupied orbital energy comes out at -0.463 eV.

```
82
C32H28BiBrF5N9O2S3Te, DFT ωB97M-V with the def2-TZVPD basis set
Bi -1.8826 -0.5664 -0.0721
C -5.6471 0.6609 0.6199
C -4.6642 0.9006 -0.2793
C -4.1100 -0.3849 -0.7385
C -4.9348 -1.3960 -0.0514
C -5.8198 -0.7726 0.7568
H -6.2410 1.4115 1.1247
H -4.3173 1.8635 -0.6222
H -3.9821 -0.5084 -1.8123
H -4.8373 -2.4593 -0.2148
H -6.5662 -1.2442 1.3805
N -1.5915 -3.8719 -2.2041
C -1.5217 -4.0366 -0.8761
N -1.8689 -3.1474 0.0264
C -1.7714 -3.6618 1.3111
C -1.3343 -4.9408 1.3807
S -1.0309 -5.5699 -0.1941
C -2.1909 -2.8667 2.4565
C -2.1129 -3.2718 3.7476
S -2.8351 -2.1123 4.7889
C -3.2186 -1.1354 3.3879
N -2.7968 -1.6389 2.2581
N -3.8806 0.0247 3.5386
H -1.7000 -2.9018 -2.5198
H -1.0994 -4.5229 -2.7887
H -1.1945 -5.5583 2.2508
H -1.6735 -4.1659 4.1552
H -4.3335 0.1896 4.4208
H -4.3524 0.3784 2.7168
Br 5.9747 1.9482 -0.3488
C 4.8724 2.1423 -1.8852
C 4.7561 3.3833 -2.4892
C 3.9406 3.5177 -3.5983
C 3.2128 2.4284 -4.0787
C 3.3815 1.1799 -3.4750
C 4.2162 1.0307 -2.3835
N 2.4935 2.6124 -5.2825
N 1.4385 2.0299 -5.5824
C 0.6089 1.3199 -4.6993
C 0.0951 0.1282 -5.1713
C -0.6755 -0.7099 -4.3697
C -1.0107 -0.3561 -3.0717
O -1.6901 -1.1546 -2.2815
C -0.6385 0.9479 -2.6251
N -1.1177 1.3465 -1.4177
C -0.8449 2.5561 -0.9857
C -0.0833 3.4690 -1.7256
C 0.4226 3.0868 -2.9360
C 0.1737 1.7885 -3.4237
H 5.3103 4.2307 -2.1105
H 3.8498 4.4733 -4.0982
H 2.8729 0.3123 -3.8726
H 4.3348 0.0618 -1.9208
H 0.3694 -0.1822 -6.1715
H -1.0193 -1.6628 -4.7510
H -1.2602 2.8472 -0.0435
H 0.0651 4.4647 -1.3333
H 0.9777 3.7969 -3.5329
F -1.5812 3.9995 1.8345
Te -1.5283 2.3084 2.7083
F -0.5963 3.3426 3.9988
F -3.0191 2.9010 3.7130
F 0.2649 2.0873 2.0345
F -1.0522 0.9290 3.9262
O -2.3441 1.4414 1.4056
C 3.6645 1.4856 3.6327
C 3.4353 0.2817 2.7865
C 3.9615 -0.9520 3.0496
C 3.5950 -2.0236 2.2063
N 2.8174 -1.8609 1.1554
C 2.3388 -0.6371 0.8605
S 1.3934 -0.3103 -0.4712
N 2.6384 0.4096 1.7085
C 4.0605 -3.4138 2.4987
H 4.4324 1.2851 4.3750
H 2.7378 1.7557 4.1437
H 3.9727 2.3354 3.0229
H 4.6194 -1.1023 3.8919
H 2.1963 1.2987 1.5058
H 5.0232 -3.4092 3.0074
H 4.1216 -3.9822 1.5741
H 3.3309 -3.9017 3.1487
```